No. 1
# C24H49O6P

2 unconnected molecules or ions with the total composition C24H49O6P (ωB97M-V/def2-TZVPD, the OMol25 dataset).

Summary:
* charge: 0
* Kohn-Sham gap: 10.17 eV
* HOMO level: -9.95 eV
* SMILES: CCCCCCCCCCCCCC[C@@H]1CCC(=O)O1.CCOP(=O)(OCC)OCC

Each atom is followed by the atoms it is bonded to, with distances in Å.
Atoms and positions in Å:
1 H -3.4964 -4.2140 -0.9147  C6 1.090
2 H 1.3058 -4.1280 -0.3564  C70 1.091
3 C 3.6752 2.8760 -2.1772  C24 1.559, H25 1.101, H42 1.107, C57 1.566
4 H -4.5378 2.6944 0.5833  C77 1.105
5 H 0.7889 -6.5237 0.1847  C20 1.092
6 C -3.3247 -5.1173 -0.3286  H1 1.090, H11 1.092, H28 1.097, C38 1.513
7 H -4.3081 2.3063 -1.8485  C59 1.095
8 H 6.1361 0.9491 0.0380  C34 1.103
9 H -2.6745 -9.4484 3.7237  C16 1.092
10 C -3.0902 4.2757 0.2279  C55 1.571, H75 1.100, C77 1.552, H79 1.102
11 H -4.2212 -5.7388 -0.3754  C6 1.092
12 C 4.6168 2.5611 0.2435  C24 1.543, H33 1.107, C34 1.548, H63 1.103
13 H 1.6100 -5.7007 1.5058  C20 1.092
14 H -0.1815 3.8418 -1.1049  C41 1.102
15 H -2.4042 4.5095 2.2597  C55 1.106
16 C -1.9101 -9.1826 2.9905  H9 1.092, O21 1.426, C67 1.518, H69 1.090
17 H 1.3391 6.1978 -2.3320  C37 1.109
18 H -3.1498 2.6186 1.7184  C77 1.103
19 H 2.1099 5.1133 -1.1685  C37 1.105
20 C 0.6786 -5.7397 0.9364  H5 1.092, H13 1.092, O48 1.423, C70 1.518
21 O -1.8990 -7.7606 2.8881  C16 1.426, P36 1.638
22 H 0.8661 4.1648 -3.8692  C66 1.105
23 O -2.7358 -5.8997 1.9196  P36 1.655, C38 1.426
24 C 3.6613 2.0495 -0.8554  C3 1.559, C12 1.543, H31 1.104, H68 1.108
25 H 4.0979 3.8871 -2.0711  C3 1.101
26 C -0.4499 5.9061 -0.3189  C41 1.579, H52 1.102, H56 1.104, C58 1.553
27 O -0.9160 -8.1358 0.7265  P36 1.500
28 H -2.5105 -5.6844 -0.7960  C6 1.097
29 O -3.0462 0.3981 0.1778  C30 1.424, C71 1.360
30 C -2.7867 1.7421 -0.2134  O29 1.424, H49 1.109, C59 1.557, C77 1.555
31 H 3.8097 0.9825 -1.0960  C24 1.104
32 H -2.0088 0.5293 -2.5593  C43 1.100
33 H 4.2304 2.1718 1.2049  C12 1.107
34 C 6.0721 2.0462 0.1283  H8 1.103, C12 1.548, H64 1.101, C76 1.573
35 H 0.2538 -9.2785 2.8671  C67 1.090
36 P -1.6163 -7.0261 1.4521  O21 1.638, O23 1.655, O27 1.500, O48 1.652
37 C 1.3604 5.1467 -1.9793  H17 1.109, H19 1.105, C41 1.553, C66 1.547
38 C -3.0001 -4.7597 1.1054  C6 1.513, O23 1.426, H46 1.092, H60 1.091
39 H -0.2975 4.2367 1.1559  C58 1.106
40 H -0.5191 -10.7824 3.4076  C67 1.091
41 C -0.0784 4.8799 -1.4598  H14 1.102, C26 1.579, C37 1.553, H62 1.106
42 H 4.3396 2.3407 -2.8823  C3 1.107
43 C -3.0489 0.4808 -2.2035  H32 1.100, C59 1.573, C71 1.553, H74 1.095
44 H 6.0942 2.6270 2.2694  C76 1.104
45 H 7.4392 1.5673 1.8335  C76 1.100
46 H -2.1639 -4.0606 1.1659  C38 1.092
47 H 7.4415 3.3024 1.3674  C76 1.103
48 O -0.3577 -6.0389 1.8649  C20 1.423, P36 1.652
49 H -1.7043 1.9784 -0.1683  C30 1.109
50 H 0.2849 -3.6149 1.0000  C70 1.091
51 H -0.4334 -4.4379 -0.3845  C70 1.093
52 H -1.2524 6.5777 -0.6628  C26 1.102
53 H -2.4945 2.5221 -2.1615  C59 1.100
54 H 1.5384 2.3146 -2.2445  C57 1.105
55 C -2.3046 5.0859 1.3212  C10 1.571, H15 1.106, C58 1.545, H80 1.103
56 H 0.4491 6.5256 -0.1571  C26 1.104
57 C 2.2659 2.8738 -2.8609  C3 1.566, H54 1.105, H61 1.106, C66 1.546
58 C -0.7931 5.2171 1.0296  C26 1.553, H39 1.106, C55 1.545, H65 1.108
59 C -3.2905 1.9420 -1.6730  H7 1.095, C30 1.557, C43 1.573, H53 1.100
60 H -3.8578 -4.2511 1.5481  C38 1.091
61 H 2.3179 2.3167 -3.8150  C57 1.106
62 H -0.7776 5.0928 -2.2893  C41 1.106
63 H 4.6457 3.6595 0.3418  C12 1.103
64 H 6.6344 2.4801 -0.7129  C34 1.101
65 H -0.3712 5.8570 1.8296  C58 1.108
66 C 1.7426 4.2866 -3.2068  H22 1.105, C37 1.547, C57 1.546, H78 1.106
67 C -0.5606 -9.6932 3.4609  C16 1.518, H35 1.090, H40 1.091, H72 1.092
68 H 2.6329 2.1141 -0.4481  C24 1.108
69 H -2.2003 -9.6414 2.0457  C16 1.090
70 C 0.4478 -4.4006 0.2606  H2 1.091, C20 1.518, H50 1.091, H51 1.093
71 C -3.1598 -0.3919 -0.9238  O29 1.360, C43 1.553, O73 1.177
72 H -0.3827 -9.3882 4.4943  C67 1.092
73 O -3.3460 -1.5529 -0.9672  C71 1.177
74 H -3.7667 0.0710 -2.9212  C43 1.095
75 H -2.5067 4.3292 -0.7028  C10 1.100
76 C 6.8181 2.3978 1.4673  C34 1.573, H44 1.104, H45 1.100, H47 1.103
77 C -3.4452 2.8334 0.6771  H4 1.105, C10 1.552, H18 1.103, C30 1.555
78 H 2.5072 4.8454 -3.7775  C66 1.106
79 H -4.0459 4.8044 0.0782  C10 1.102
80 H -2.7850 6.0645 1.4872  C55 1.103



No. 2
# C24H50Br18N2O2

11 unconnected molecules or ions with the total composition C24H50Br18N2O2 (ωB97M-V/def2-TZVPD, the OMol25 dataset).

Summary:
* charge: -1
* Kohn-Sham gap (alpha / beta): 2.19 / 7.30 eV
* HOMO level (alpha / beta): -0.50 / -5.61 eV
* multiplicity: 2

Each atom is followed by the atoms it is bonded to, with distances in Å.
Atoms and positions in Å:
1 N -0.7300 -0.1439 -1.3373  C40 1.484, C81 1.490, C86 1.369
2 H 5.4561 -1.2337 -1.9976  C53 1.090
3 H -0.2455 4.8047 0.4778  C76 1.090
4 C 6.1639 -3.0136 -0.9849  H13 1.090, C53 1.504, H67 1.090, Br89 2.070
5 Br -0.9901 -3.9212 4.5862  C15 1.998
6 H 1.6894 -4.6599 -5.4017  C72 1.090
7 H -3.3928 -3.5056 -1.1510  C36 1.090
8 C 1.1863 3.2761 5.4063  H39 1.090, N55 1.506, H87 1.090, H93 1.090
9 H -0.8126 5.5350 -5.7189  C78 1.090
10 C 0.1423 0.9550 5.4163  H42 1.090, N55 1.450, H63 1.090, H68 1.090
11 Br -2.4440 3.4914 0.3832  C76 1.986
12 Br -2.5127 6.9274 1.2604  C92 1.998
13 H 6.1253 -3.7585 -1.7798  C4 1.090
14 C -5.2512 1.3436 -1.2484  C27 1.531, Br43 1.961, H48 1.090, H51 1.090
15 C -2.2861 -2.4028 4.4941  Br5 1.998, H47 1.090, C49 1.516, H56 1.090
16 Br 3.1003 -1.4894 1.8937  C24 2.102
17 H 1.8456 -4.2651 0.2903  C37 1.090
18 H -1.0336 0.9125 -3.1020  C40 1.090
19 Br -4.2614 -3.4702 1.3005  C36 2.082
20 H -0.9584 3.2055 -5.3902  C69 1.090
21 Br 5.5867 1.6254 -0.2743  C77 1.917
22 H -2.4274 -2.1681 2.2872  C49 1.090
23 H 0.8729 -0.5069 -2.4932  C81 1.090
24 C 1.6835 -2.9937 2.2758  Br16 2.102, C37 1.577, H52 1.090, H61 1.090
25 H 0.1671 3.2688 -3.9621  C69 1.090
26 Br 2.9558 -2.6383 -5.7477  C72 1.995
27 C -5.6372 2.3777 -0.1869  C14 1.531, H28 1.090, H34 1.090, Br50 1.975
28 H -4.9171 2.3553 0.6311  C27 1.090
29 H -1.2314 -1.1792 2.9293  C49 1.090
30 H -1.9115 0.6830 0.0849  C86 1.101
31 C -1.5861 -3.8345 0.0556  Br35 1.967, C36 1.525, H60 1.090, H79 1.090
32 C 1.1037 1.7237 3.3957  N55 1.361, O62 1.245, H91 1.101
33 H -0.4538 3.6880 1.9149  C76 1.090
34 H -6.6367 2.1101 0.1561  C27 1.090
35 Br -0.4611 -4.7080 -1.3011  C31 1.967
36 C -3.0531 -4.0730 -0.2845  H7 1.090, Br19 2.082, C31 1.525, H84 1.090
37 C 2.0182 -4.2380 1.3662  H17 1.090, C24 1.577, Br38 1.963, H57 1.090
38 Br 1.0412 -5.7658 2.1188  C37 1.963
39 H 0.5654 3.6845 6.2036  C8 1.090
40 C -1.6429 0.3420 -2.4010  N1 1.484, H18 1.090, H64 1.090, H90 1.090
41 H -2.1148 5.0355 2.8845  C92 1.090
42 H -0.8306 1.3629 5.6905  C10 1.090
43 Br -5.0439 -0.3935 -0.3617  C14 1.961
44 H 4.9917 -1.2734 -0.3232  C53 1.090
45 H 1.8095 1.0028 -0.1660  C54 1.090
46 H -0.0339 -3.5303 -6.7228  C74 1.090
47 H -3.2404 -2.9262 4.4358  C15 1.090
48 H -4.3685 1.6350 -1.8176  C14 1.090
49 C -2.1910 -1.6200 3.1993  C15 1.516, H22 1.090, H29 1.090, Br71 1.935
50 Br -5.6590 4.1661 -1.0242  C27 1.975
51 H -6.0274 1.3361 -2.0136  C14 1.090
52 H 0.6688 -2.5967 2.2472  C24 1.090
53 C 5.1651 -1.9081 -1.1922  H2 1.090, C4 1.504, H44 1.090, Br58 1.952
54 C 2.7779 1.2402 -0.6063  H45 1.090, C77 1.538, Br82 2.009, H96 1.090
55 N 0.7338 2.0457 4.6656  C8 1.506, C10 1.450, C32 1.361
56 H -2.2235 -1.8396 5.4252  C15 1.090
57 H 3.0542 -4.5537 1.4896  C37 1.090
58 Br 3.5523 -2.7923 -1.8458  C53 1.952
59 H 0.0597 -2.0082 -5.7723  C74 1.090
60 H -1.2959 -2.7839 0.0431  C31 1.090
61 H 1.7074 -3.2942 3.3233  C24 1.090
62 O 1.6849 2.5241 2.6390  C32 1.245
63 H 0.7091 0.5916 6.2735  C10 1.090
64 H -2.1489 -0.4338 -2.9757  C40 1.090
65 Br 1.6251 4.7509 -6.1516  C78 1.977
66 H 3.7408 1.2299 1.4005  C77 1.090
67 H 7.1732 -2.6397 -0.8130  C4 1.090
68 H -0.1684 0.0922 4.8272  C10 1.090
69 C -0.5731 3.7991 -4.5612  H20 1.090, H25 1.090, C78 1.539, Br80 1.967
70 H 3.5565 2.7520 0.6890  C77 1.090
71 Br -3.4070 -0.1149 3.1950  C49 1.935
72 C 1.3834 -3.6660 -5.0752  H6 1.090, Br26 1.995, C74 1.597, H85 1.090
73 O -0.2855 -0.3548 0.9208  C86 1.251
74 C 0.0402 -3.0970 -5.7254  H46 1.090, H59 1.090, C72 1.597, Br75 1.981
75 Br -1.5035 -3.7642 -4.6783  C74 1.981
76 C -0.9134 4.4162 1.2466  H3 1.090, Br11 1.986, H33 1.090, C92 1.581
77 C 3.8062 1.7229 0.4306  Br21 1.917, C54 1.538, H66 1.090, H70 1.090
78 C -0.0107 5.1243 -5.1053  H9 1.090, Br65 1.977, C69 1.539, H95 1.090
79 H -1.3165 -4.1970 1.0476  C31 1.090
80 Br -2.1296 4.1933 -3.4243  C69 1.967
81 C 0.3897 -1.0618 -1.6890  N1 1.490, H23 1.090, H88 1.090, H94 1.090
82 Br 2.5201 2.4518 -2.1876  C54 2.009
83 H -0.5664 5.9061 2.7928  C92 1.090
84 H -3.3175 -5.0715 -0.6325  C36 1.090
85 H 1.4742 -3.5055 -4.0009  C72 1.090
86 C -1.0017 0.0707 -0.0130  N1 1.369, H30 1.101, O73 1.251
87 H 2.2193 3.1664 5.7364  C8 1.090
88 H 1.1925 -1.2167 -0.9683  C81 1.090
89 Br 5.5702 -3.9903 0.7412  C4 2.070
90 H -2.2292 1.2419 -2.2150  C40 1.090
91 H 0.9102 0.6782 3.1098  C32 1.101
92 C -1.4239 5.5536 2.2195  Br12 1.998, H41 1.090, C76 1.581, H83 1.090
93 H 1.2234 4.0964 4.6895  C8 1.090
94 H 0.1690 -2.0282 -2.1424  C81 1.090
95 H 0.2435 5.8969 -4.3797  C78 1.090
96 H 3.0449 0.2387 -0.9438  C54 1.090